(1)
A 2-piece molecular cluster, C4H15N4P overall. Source: the OMol25 dataset; level of theory: wB97M-V/def2-TZVPD.

Calculated values
SMILES	CN(C)[P@@H](=N)N.C=NC
LUMO energy	0.821	eV
HOMO energy	-8.8	eV
orbital gap	9.6	eV

CARTESIAN COORDINATES (ANGSTROEM)
1 H 2.8020 1.0194 2.0669
2 P 0.8507 0.4544 1.4884
3 H -2.1134 0.2364 -2.9331
4 H -0.9118 3.4588 -2.0292
5 C -1.3270 2.4249 -2.2824
6 C 2.4234 -1.6620 0.7252
7 H 2.4787 -2.0720 -0.3530
8 H 0.4072 0.1313 2.9033
9 N -2.3219 1.9049 -1.7036
10 N -0.4937 1.1122 0.7107
11 C 0.1124 -2.0940 1.0344
12 C -2.5914 0.5369 -2.0225
13 H -0.4931 0.9654 -0.3330
14 H 3.1773 -0.9574 0.9715
15 H 0.5347 -3.1056 1.4386
16 H -3.6321 0.1639 -2.0281
17 H -0.7183 2.1099 1.0039
18 H -0.5843 1.8129 -2.9746
19 H -0.3461 -2.3391 0.0576
20 N 1.0491 -1.0313 0.8407
21 N 2.0929 1.3164 1.5579
22 H -0.6885 -1.7956 1.7148
23 H -2.1517 0.0024 -1.1259
24 H 2.4447 -2.5932 1.2715

***

(2)
One molecule with the formula C4H15N4P. Source: the OMol25 dataset; level of theory: wB97M-V/def2-TZVPD.

Calculated values
SMILES	CN(C)P(N)N(C)CN
LUMO energy	0.845	eV
HOMO energy	-7.7	eV
orbital gap	8.6	eV

CARTESIAN COORDINATES (ANGSTROEM)
1 H -1.0213 -0.8089 2.7053
2 H -0.7526 -2.4223 2.4981
3 C 0.2435 1.5008 -1.9812
4 H 0.6067 0.6445 -2.7218
5 N -0.9422 -1.3352 0.6272
6 H -1.7118 -3.1367 -0.0486
7 H 1.4475 3.0797 -1.3544
8 H 0.5194 -1.3693 2.1265
9 C -0.8531 -2.4934 -0.2325
10 H 2.0120 1.6475 0.1808
11 C -0.5141 -1.5113 1.9631
12 H 2.1188 2.0647 -2.2834
13 N 1.2640 2.5478 -2.1599
14 N -1.7757 1.1684 1.0932
15 H -0.0606 -3.1529 -0.1736
16 H -0.8525 -2.3220 -1.2654
17 H -0.9911 1.3487 1.7086
18 N 0.2374 1.0751 -0.5620
19 P -1.3490 0.1895 -0.1664
20 H 1.3552 0.1665 0.9280
21 H 2.2127 0.0796 -0.6267
22 C 1.5399 0.7428 -0.0605
23 H -0.8419 1.7948 -2.1667
24 H -2.6311 1.0365 1.5887

***

Quick one: least stable of them? (1)

***

(1)
A 3-piece molecular cluster, C5H14NS2 overall. Source: the OMol25 dataset; level of theory: wB97M-V/def2-TZVPD.

Calculated values
charge	+1
LUMO energy	-8.584	eV
HOMO energy	-12.5	eV
orbital gap	3.9	eV

CARTESIAN COORDINATES (ANGSTROEM)
1 H -1.7161 -3.6217 2.1185
2 C 0.7143 3.0731 -1.3901
3 S -0.9585 -0.0376 -0.7726
4 H -3.1625 -1.0202 -0.6110
5 H 1.0960 2.7900 0.6208
6 C -2.3361 -1.0096 0.1262
7 H 4.3426 1.0553 -0.9962
8 H 3.2633 0.8006 0.2603
9 H -1.3489 -2.8828 -0.7236
10 S 0.4799 -0.1769 0.6567
11 H -0.1062 -3.6390 1.1574
12 H -2.6435 -0.5771 1.0817
13 N 3.4220 1.2992 -0.6365
14 C 0.7330 3.5234 -0.0934
15 H -0.8525 -2.1321 2.1087
16 H 0.3980 4.4745 0.1947
17 H 0.8064 1.9700 -1.4839
18 H 2.7133 1.0145 -1.3261
19 C -1.8169 -2.5577 0.1926
20 H -2.7090 -3.1144 0.3572
21 H 0.8127 3.7259 -2.2905
22 C -1.1315 -2.9571 1.4490

***

(2)
An isolated ion of composition C5H14NS2 and charge +1. Source: the OMol25 dataset; level of theory: wB97M-V/def2-TZVPD.

Calculated values
SMILES	CCCSSCC[NH3+]
charge	+1
LUMO energy	-3.576	eV
HOMO energy	-12.3	eV
orbital gap	8.7	eV

CARTESIAN COORDINATES (ANGSTROEM)
1 H -0.0768 -5.0630 -0.0681
2 H 0.7438 2.1808 -1.4752
3 H -0.7335 3.1486 -1.9312
4 H -0.3996 -2.9891 -0.9986
5 H 0.8841 4.7174 -1.1077
6 H -1.6473 1.4490 -0.7001
7 C -0.0552 2.8330 -1.1370
8 H 1.2357 -2.6701 -0.5512
9 C 0.2654 -2.9561 -0.1357
10 H 1.2467 -4.5639 0.9447
11 C -0.9556 2.0907 -0.1639
12 C -0.1981 -1.8009 0.8067
13 H 0.1002 -2.0170 1.8347
14 H -1.5412 2.8045 0.4295
15 H -1.2764 -1.6533 0.7824
16 S 0.1504 1.2725 1.1426
17 N 0.5219 4.0381 -0.4456
18 S 0.8001 -0.4022 0.3307
19 H -0.0876 4.3744 0.3053
20 H -0.5444 -4.2423 1.3748
21 H 1.3257 3.7445 0.1254
22 C 0.2415 -4.2954 0.6375

***

Quick one: least stable of them? (1)

***

(1)
A 3-piece molecular cluster, C4H13N3 overall. Source: the OMol25 dataset; level of theory: wB97M-V/def2-TZVPD.

Calculated values
charge	+2
LUMO energy	-11.672	eV
HOMO energy	-18.3	eV
orbital gap	6.7	eV

CARTESIAN COORDINATES (ANGSTROEM)
1 H -3.0060 3.4824 0.5513
2 C 1.4599 -5.3717 0.2537
3 C -1.8945 3.3180 0.6486
4 H 3.4226 -3.4726 -1.9922
5 H -0.4485 -5.7376 -0.0595
6 N 0.3092 -5.9739 0.5631
7 H 1.0501 4.1283 -0.8876
8 H 0.2580 -6.6961 1.2663
9 N 1.4939 -4.4395 -0.5803
10 H 3.3728 -4.2084 -2.1210
11 H -1.6790 3.5098 1.7141
12 H 0.2021 2.6454 -0.3470
13 C -1.1622 4.2356 -0.3344
14 H -1.2397 5.2980 -0.0921
15 N -1.6307 2.0561 0.2430
16 H -1.9274 1.2973 0.8883
17 H -1.6773 4.0753 -1.2714
18 H 2.2483 -5.7506 0.9291
19 C 0.2796 3.7699 -0.2113
20 H 0.5686 3.8343 0.8394

***

(2)
An isolated ion of composition C4H13N3 and charge +2. Source: the OMol25 dataset; level of theory: wB97M-V/def2-TZVPD.

Calculated values
SMILES	N/C=C(\[NH3+])CC[NH3+]
charge	+2
LUMO energy	-6.949	eV
HOMO energy	-16.2	eV
orbital gap	9.3	eV

CARTESIAN COORDINATES (ANGSTROEM)
1 C 1.1839 -1.0818 -0.6433
2 H -2.0452 0.5245 -0.8739
3 H 0.8852 -3.1154 -1.2798
4 N 1.3157 -2.2666 -1.6171
5 H 0.7607 -2.0459 -2.4983
6 N -1.5311 2.4100 -0.0709
7 C -1.3041 1.0919 -0.1389
8 H 0.1331 -1.6305 1.1250
9 H -1.0296 -1.4596 -0.3852
10 H 1.4497 -0.1318 -1.1461
11 C -0.1215 -1.0643 0.1796
12 H -1.9410 2.9525 -0.8507
13 H 2.3900 -2.5135 -1.8530
14 N 0.3718 0.8573 1.7501
15 C -0.4501 0.3675 0.6788
16 H -0.1494 1.2190 2.6105
17 H 2.0796 -1.2554 -0.0186
18 H -1.3901 2.8950 0.7592
19 H 1.0506 0.0782 2.1582
20 H 0.8624 1.5987 1.3609

***

(3)
A 2-piece molecular cluster, C4H13N3 overall. Source: the OMol25 dataset; level of theory: wB97M-V/def2-TZVPD.

Calculated values
charge	+2
LUMO energy	-9.781	eV
HOMO energy	-17.4	eV
orbital gap	7.6	eV

CARTESIAN COORDINATES (ANGSTROEM)
1 C 0.3110 1.3721 -0.7213
2 H -0.3453 1.6791 -1.4978
3 C 0.0666 0.6730 0.4888
4 H 0.3764 -1.8389 -0.3218
5 H -2.3998 -2.0412 -0.7804
6 H -1.7981 0.0297 -0.1903
7 C -1.1494 -0.1614 0.6842
8 H 2.0003 2.7823 -0.9995
9 H -1.7781 -2.9070 -2.0760
10 H -0.6792 -2.2501 1.1074
11 H 0.8862 0.0269 2.1895
12 C -0.4020 -1.4875 0.3786
13 H 2.3785 1.3625 -0.1709
14 H 1.0690 1.8810 1.7725
15 H 2.1002 1.3460 -1.7399
16 N -1.5502 -2.5189 -1.1493
17 N 0.9772 0.8671 1.5517
18 N 1.7942 1.7874 -0.8893
19 H -1.6997 -0.0571 1.6582
20 H -1.6166 -3.3396 -0.5245

***

Quick one: least stable of them? (1)

***

(1)
A 2-piece molecular cluster, C4H13N3 overall. Source: the OMol25 dataset; level of theory: wB97M-V/def2-TZVPD.

Calculated values
charge	+2
LUMO energy	-8.654	eV
HOMO energy	-17.2	eV
orbital gap	8.6	eV

CARTESIAN COORDINATES (ANGSTROEM)
1 H -0.2848 0.9990 1.9241
2 H 1.4458 -0.0647 -1.5671
3 H 1.5339 0.4918 3.1374
4 N 1.5032 0.7752 -0.9904
5 N -2.2146 -2.1802 -1.5030
6 H 1.4158 1.6212 -1.5637
7 H -2.2054 -3.1452 -1.1932
8 H 2.4330 0.8890 -0.5775
9 C 0.6482 0.8301 1.3881
10 H 2.6083 1.1214 1.8840
11 H -3.1004 -1.6889 -1.5041
12 N 1.7175 0.7595 2.1841
13 H -1.7837 1.0899 -0.1389
14 C -0.9752 -0.8850 -0.0767
15 H -1.5475 -1.1961 0.7929
16 C 0.4282 0.8267 0.0431
17 H -0.3034 -1.6305 -0.4747
18 C -0.9514 0.5056 -0.5174
19 H -1.8921 -2.1867 -2.4684
20 H -0.9641 0.7290 -1.5823

***

(2)
A 2-piece molecular cluster, C4H13N3 overall. Source: the OMol25 dataset; level of theory: wB97M-V/def2-TZVPD.

Calculated values
charge	+2
LUMO energy	-9.082	eV
HOMO energy	-17.5	eV
orbital gap	8.4	eV

CARTESIAN COORDINATES (ANGSTROEM)
1 H 3.5810 -0.2066 -0.0833
2 N 1.3348 -2.9181 -1.5188
3 H -0.7810 2.2702 2.2357
4 C -2.1957 1.2057 1.1728
5 H -2.8612 3.3562 1.0911
6 H 3.6969 -0.4798 -1.6875
7 C -0.8321 1.4375 1.4922
8 H -0.1279 -1.5775 -0.9815
9 H 0.5992 -3.3911 -2.0947
10 H 2.2915 -3.2561 -1.6229
11 H -3.5267 2.0204 -0.0502
12 H -0.5180 0.4026 1.7110
13 H -2.5291 0.2359 0.8921
14 H 3.5689 -1.9396 -0.6497
15 C -3.1533 2.3006 0.9825
16 H -4.0912 2.0887 1.4930
17 N 3.1995 -0.9265 -0.8276
18 C 1.0076 -1.6905 -1.0871
19 N 1.7062 -0.6479 -0.9212
20 H -0.3695 1.7158 0.4539

***

Quick one: least stable of them? (2)

***

(1)
An isolated ion of composition C4H13N3 and charge +2. Source: the OMol25 dataset; level of theory: wB97M-V/def2-TZVPD.

Calculated values
SMILES	N/C=C(\[NH3+])CC[NH3+]
charge	+2
LUMO energy	-6.828	eV
HOMO energy	-16.8	eV
orbital gap	10.0	eV

CARTESIAN COORDINATES (ANGSTROEM)
1 H 0.2419 -1.1932 -3.3023
2 C -0.7974 -0.4575 1.7713
3 C -0.4590 -0.2956 -0.7154
4 C 0.7319 0.0662 -1.6046
5 H 0.9623 -1.9567 -2.0530
6 H -0.8145 2.3083 0.7186
7 H 0.0157 1.7670 1.9789
8 H -1.3282 -0.4145 3.7090
9 C -0.4707 0.2742 0.6955
10 H 1.8472 -0.9803 -3.1279
11 H 0.4946 0.9172 -2.2342
12 H 1.6646 0.0416 -1.0547
13 N -0.0488 1.6666 0.9602
14 N 0.9814 -1.0940 -2.6008
15 H -1.4404 -0.1227 -1.1746
16 N -0.7040 0.0477 3.0646
17 H -1.4709 -1.2910 1.6191
18 H 0.8026 2.0014 0.5084
19 H -0.4450 -1.3766 -0.5922
20 H 0.2366 0.0920 3.4340

***

(2)
An isolated ion of composition C4H13N3 and charge +2. Source: the OMol25 dataset; level of theory: wB97M-V/def2-TZVPD.

Calculated values
SMILES	C[C@@H](C[NH3+])C(N)=[NH2+]
charge	+2
LUMO energy	-7.020	eV
HOMO energy	-19.5	eV
orbital gap	12.5	eV

CARTESIAN COORDINATES (ANGSTROEM)
1 N -2.3571 -0.6415 0.5784
2 H -1.4470 -0.4711 -1.3084
3 H 3.1977 -0.4973 1.0968
4 N 1.8578 -0.6660 -1.0673
5 C 1.4588 -0.2610 0.1073
6 H -1.1243 2.1310 -0.3985
7 H -0.0144 1.5400 -1.6290
8 H 0.5962 2.3513 -0.1888
9 N 2.2213 -0.2264 1.1591
10 C -0.1561 1.6596 -0.5600
11 H 2.8118 -0.9647 -1.2436
12 H -2.1590 -0.9484 1.5421
13 H -2.7544 0.3105 0.6156
14 H -0.7454 -1.7093 -0.2450
15 H 1.9175 0.1207 2.0577
16 C -0.0970 0.3390 0.1859
17 C -1.1372 -0.6902 -0.2832
18 H 1.2614 -0.6326 -1.8821
19 H -3.0913 -1.2646 0.2069
20 H -0.2394 0.5211 1.2560

***

(3)
An isolated ion of composition C4H13N3 and charge +2. Source: the OMol25 dataset; level of theory: wB97M-V/def2-TZVPD.

Calculated values
SMILES	N/C=[NH+]/CCC[NH3+]
charge	+2
LUMO energy	-6.566	eV
HOMO energy	-18.4	eV
orbital gap	11.8	eV

CARTESIAN COORDINATES (ANGSTROEM)
1 H -0.5726 -0.9354 -1.0563
2 C -1.3386 -0.2557 1.7858
3 H 1.0342 1.4789 -1.0300
4 C 1.0478 0.2740 -2.6001
5 H 0.3406 -0.4134 -3.0613
6 H -1.3686 0.7300 -0.8298
7 H -0.0107 -0.8938 3.2311
8 C -0.1992 0.1822 0.8595
9 H 0.7734 -0.2646 1.0994
10 H -1.6048 -1.2776 3.6386
11 H -1.7539 0.6308 2.2560
12 H -0.7369 -2.1598 2.5249
13 N -0.9158 -1.2319 2.8910
14 H 2.5524 1.5883 -2.7057
15 N 2.0400 0.8592 -3.1888
16 H 2.5506 0.6104 -4.0244
17 N 0.6153 0.6326 -1.3991
18 H -2.0385 -0.8422 1.1909
19 H 0.1226 1.2246 1.0347
20 C -0.5374 0.0634 -0.6165

***

Quick one: least stable of them? (1)

***

(1)
C4H13N3 as an isolated structure. Source: the OMol25 dataset; level of theory: wB97M-V/def2-TZVPD.

Calculated values
charge	+2
LUMO energy	-8.950	eV
HOMO energy	-17.4	eV
orbital gap	8.5	eV

CARTESIAN COORDINATES (ANGSTROEM)
1 H 0.9277 -1.5082 -0.2710
2 H -2.3976 -0.9789 0.8582
3 H 0.2762 -1.1326 1.9777
4 H 3.7955 -0.7962 -1.3495
5 H 2.8154 0.3979 -2.2298
6 C -0.9084 0.5111 0.2888
7 H -1.5685 2.5390 0.4040
8 H -1.2075 -1.9342 2.4757
9 C 0.3508 -0.6886 -0.7097
10 H -0.9540 2.0939 -1.0605
11 C -1.3788 -0.5981 0.9706
12 C 0.6165 0.5924 -0.0429
13 H 0.0812 -0.9607 -1.7238
14 H 1.4806 0.5575 0.5992
15 H -2.4797 1.6826 -0.7302
16 N -0.7302 -1.1702 2.0148
17 H 0.7051 1.3017 -0.8989
18 N 2.9022 -0.4156 -1.6380
19 H 2.5942 -1.1439 -2.2889
20 N -1.5532 1.7905 -0.2946

***

(2)
An isolated ion of composition C4H13N3 and charge +2. Source: the OMol25 dataset; level of theory: wB97M-V/def2-TZVPD.

Calculated values
SMILES	N/C=[NH+]\CCC[NH3+]
charge	+2
LUMO energy	-6.821	eV
HOMO energy	-18.7	eV
orbital gap	11.9	eV

CARTESIAN COORDINATES (ANGSTROEM)
1 H 1.8109 1.0229 -0.4671
2 H -1.2769 3.2547 -0.1883
3 H 0.4918 -3.2672 -0.5730
4 C 0.8037 0.6122 -0.7165
5 C -0.4011 2.6568 0.0837
6 H -0.6045 -1.6375 -1.4495
7 H 0.7843 2.1360 1.5395
8 H 1.4276 -1.0439 0.6607
9 H 0.0271 -0.2326 1.1331
10 H -0.3006 3.3841 2.0328
11 H -0.7707 1.6489 -1.5973
12 H -1.5581 -1.2580 -0.1312
13 N 0.0770 2.8143 1.2775
14 N -0.1538 1.6817 -0.7937
15 H 0.8419 0.1419 -1.7126
16 H 0.0617 -3.1272 1.0517
17 H -1.0104 -3.6548 -0.0825
18 C -0.5423 -1.5476 -0.3589
19 C 0.5319 -0.5966 0.2084
20 N -0.2394 -2.9883 0.0832

***

Quick one: least stable of them? (1)

***

(1)
A 2-piece molecular cluster, C4H11N4 overall. Source: the OMol25 dataset; level of theory: wB97M-V/def2-TZVPD.

Calculated values
charge	+1
LUMO energy (spin up / spin down)	-4.964 / -4.965	eV
HOMO energy (spin up / spin down)	-13.8 / -13.8	eV
orbital gap (spin up / spin down)	8.8 / 8.8	eV

CARTESIAN COORDINATES (ANGSTROEM)
1 H -1.6907 -2.3805 -2.1078
2 H -0.7531 -0.7600 2.3893
3 N 2.2179 -0.6241 -1.0850
4 H 1.2958 1.6468 0.7102
5 H -1.6161 0.9854 0.7587
6 C 0.3274 1.8593 0.3855
7 C -0.5707 0.6957 0.7276
8 C -0.0495 -0.0328 2.1508
9 N -0.8596 -1.8213 -1.8902
10 N 1.4792 -1.0679 -0.3224
11 H 0.4322 1.8360 -0.6770
12 H 0.8848 -0.4829 1.8594
13 H 0.1064 0.6216 2.9861
14 H -2.1791 -0.3576 -1.2906
15 C -1.1786 -0.7711 -1.1260
16 H 0.0923 -2.0923 -2.1104
17 H 0.0142 2.8996 0.6530
18 N -0.3156 -0.2908 -0.2817
19 H 2.3628 0.1369 -1.7295

***

(2)
An isolated ion of composition C4H11N4 and charge +1. Source: the OMol25 dataset; level of theory: wB97M-V/def2-TZVPD.

Calculated values
charge	+1
LUMO energy (spin up / spin down)	-4.110 / -4.105	eV
HOMO energy (spin up / spin down)	-12.4 / -12.4	eV
orbital gap (spin up / spin down)	8.3 / 8.3	eV

CARTESIAN COORDINATES (ANGSTROEM)
1 C -1.5363 1.4886 0.6982
2 H -2.3602 0.2080 -1.4489
3 N 1.2473 -0.6456 -0.6440
4 N -1.1079 -1.8578 0.8431
5 H 0.8490 0.0148 1.2931
6 N -0.7637 0.5488 -0.2414
7 N -1.6509 -0.3963 -0.8650
8 H -2.8683 -1.8924 -0.1658
9 H -2.2119 2.0502 0.0951
10 H 2.4523 -2.3728 0.0133
11 C 0.4171 -0.1661 0.3252
12 H -0.3210 1.0400 -1.0091
13 H 0.7382 -1.0086 -1.4325
14 H -0.8569 2.2775 1.0604
15 H 3.3386 -1.0914 -1.0088
16 H 2.8158 -0.7284 0.6938
17 H -2.1511 1.0727 1.3782
18 C 2.5455 -1.2099 -0.1790
19 C -1.9083 -1.4893 0.0218

***

Quick one: least stable of them? (2)